This record from the Open Molecules 2025 dataset describes a molecular structure, C22H45MoN2O3P3 at a distorted geometry. The level of theory is ωB97M-V/def2-TZVPD.

Each line ends with the Löwdin charge.
Cartesian coordinates (Å):
P 3.505 -0.798 -0.250  1.034
C 4.340 -0.952 1.386  -0.211
H 5.430 -0.886 1.265  0.091
H 4.076 -1.906 1.860  0.060
H 3.996 -0.134 2.033  0.062
C 4.262 -2.277 -1.044  -0.218
H 3.974 -2.295 -2.103  0.056
H 3.868 -3.181 -0.562  0.062
H 5.356 -2.256 -0.958  0.095
C 4.626 0.478 -0.960  -0.224
H 5.674 0.194 -0.794  0.091
H 4.422 1.438 -0.469  0.063
H 4.432 0.582 -2.034  0.050
P -1.278 3.663 -1.591  0.814
C -1.260 4.167 0.147  -0.227
H -1.717 5.161 0.241  0.089
H -0.227 4.197 0.514  0.061
H -1.828 3.439 0.738  0.051
C -0.345 4.985 -2.423  -0.218
H -0.312 4.797 -3.503  0.049
H 0.681 5.000 -2.035  0.067
H -0.830 5.950 -2.225  0.085
C -3.003 3.961 -2.087  -0.224
H -3.268 5.002 -1.865  0.083
H -3.654 3.279 -1.526  0.053
H -3.121 3.762 -3.159  0.051
P -2.998 -1.722 -0.292  0.906
C -3.521 -1.745 1.406  -0.130
H -3.923 -2.742 1.644  0.107
H -4.304 -0.992 1.574  0.096
H -2.664 -1.535 2.062  0.063
C -4.277 -1.993 -1.499  -0.143
H -4.642 -3.027 -1.418  0.105
H -3.893 -1.825 -2.515  0.068
H -5.114 -1.303 -1.318  0.096
C -1.576 -2.757 -0.576  -0.163
H -1.882 -3.810 -0.496  0.101
H -0.807 -2.534 0.177  0.038
H -1.157 -2.581 -1.576  0.053
Mo -0.502 1.068 -2.590  1.273
C 0.392 1.379 -0.700  -0.162
O 0.828 1.522 0.369  0.126
C -2.267 0.025 -0.756  -0.187
O -2.629 0.956 -0.079  0.064
C -1.750 0.675 -4.235  -0.152
C -1.106 -0.505 -3.834  -0.204
C 0.296 -0.535 -3.704  -0.173
C 1.047 0.636 -3.931  -0.170
C 0.401 1.824 -4.311  -0.175
C -1.002 1.849 -4.460  -0.179
H -2.830 0.703 -4.308  0.156
H -1.687 -1.389 -3.596  0.128
H 0.786 -1.436 -3.362  0.142
H 2.117 0.625 -3.768  0.146
H 0.980 2.729 -4.454  0.156
H -1.510 2.767 -4.720  0.143
C -0.400 0.887 3.701  -0.047
N 0.236 -0.366 4.051  -0.139
C 1.292 -0.268 5.052  -0.036
C 0.267 -1.344 3.079  -0.485
O -0.226 -1.171 1.949  -0.049
N 0.887 -2.538 3.461  -0.162
C 0.494 -3.156 4.723  -0.033
C 1.112 -3.486 2.384  -0.061
H -0.696 1.394 4.626  0.111
H -1.285 0.697 3.087  0.075
H 0.277 1.545 3.133  0.084
H 0.852 -0.155 6.053  0.114
H 1.902 -1.174 5.028  0.086
H 1.931 0.608 4.860  0.102
H -0.374 -3.825 4.598  0.109
H 1.333 -3.758 5.098  0.112
H 0.251 -2.387 5.459  0.085
H 0.166 -3.882 1.978  0.088
H 1.669 -2.999 1.573  0.061
H 1.705 -4.318 2.779  0.108

Force components x, y, z for each atom (eV/Å):
5.07 -0.93 0.57
-1.69 0.17 1.03
-0.30 0.03 -0.41
0.06 0.25 -0.08
0.27 -0.22 0.05
-1.86 -0.66 -0.66
0.26 -0.19 0.15
0.20 0.11 -0.18
-0.22 0.41 0.21
-1.53 1.17 -0.60
-0.36 -0.27 0.11
0.25 -0.09 -0.17
0.24 0.07 0.19
-0.36 0.39 -0.62
0.28 -0.65 0.28
0.11 -0.22 -0.10
-0.22 0.10 0.04
0.08 0.27 0.02
0.39 -0.47 -0.16
-0.02 0.23 0.19
-0.20 0.13 -0.13
0.08 -0.21 -0.04
0.02 -0.54 -0.11
0.05 -0.24 -0.06
0.01 0.26 -0.13
-0.10 0.17 0.22
0.73 -0.48 -0.19
-0.18 0.48 0.33
0.05 0.13 -0.20
0.11 -0.24 -0.05
-0.05 -0.06 -0.27
-0.35 0.35 -0.22
0.09 0.15 0.04
-0.09 -0.14 0.26
0.13 -0.22 -0.03
0.27 -0.23 -0.12
0.07 0.18 -0.01
-0.20 0.03 0.09
-0.26 -0.10 0.19
-1.27 2.30 6.29
1.74 0.52 4.85
-1.47 -0.48 -4.22
-1.22 2.62 2.17
1.14 -2.37 -2.06
-1.87 0.34 -0.93
0.06 -1.62 -0.92
0.47 -1.52 -0.69
1.40 -0.38 -0.53
0.80 0.88 -1.39
-0.63 0.64 -1.53
0.06 0.03 -0.17
0.05 0.12 -0.04
0.06 0.01 -0.02
-0.05 0.05 -0.10
0.04 -0.02 0.14
-0.05 -0.01 -0.03
-0.23 0.20 0.09
0.18 -0.58 -1.32
0.15 -0.03 0.52
0.42 -0.05 1.52
0.00 -0.06 -0.52
-0.61 0.78 -0.93
0.10 -0.33 0.55
-0.05 -0.09 0.05
0.03 -0.04 -0.26
0.10 0.06 0.20
-0.07 -0.08 0.17
0.19 -0.03 -0.24
-0.04 0.42 0.09
-0.20 -0.19 -0.02
0.20 0.24 -0.04
-0.25 0.17 0.01
-0.03 -0.39 -0.13
0.24 -0.03 0.05
-0.11 -0.14 0.08
-0.15 0.17 -0.16

For the molar mass, the calculation gives 574.48 g mol⁻¹. As for the HOMO-LUMO gap (alpha / beta): 3.697 / 3.311 eV. The value obtained for the HOMO energy (alpha / beta) is -18.08 / -18.06 eV. As for the total charge: +4. The value obtained for the LUMO energy (alpha / beta) is -14.38 / -14.75 eV. Its spin multiplicity is 3.